{
  "formula": "C6H9N3",
  "method": "ωB97M-V/def2-TZVPD",
  "symbols": ["C", "C", "C", "C", "C", "C", "N", "N", "N", "H", "H", "H", "H", "H", "H", "H", "H", "H"],
  "positions_angstrom": [[3.321, -0.220, 0.700], [1.851, 0.141, 0.070], [2.994, -0.469, -0.710], [0.197, -0.134, -0.079], [-0.343, -1.102, 0.968], [-1.523, 1.734, -0.048], [1.934, 1.542, 0.209], [0.822, 2.087, 0.261], [-0.192, 1.242, 0.120], [3.541, 0.057, -1.488], [2.812, -1.512, -0.951], [-0.037, -0.477, -1.095], [0.198, -0.993, 1.904], [-0.247, -2.127, 0.618], [-1.398, -0.905, 1.157], [-2.212, 1.206, 0.616], [-1.519, 2.793, 0.202], [-1.867, 1.611, -1.081]],
  "atomic_forces_ev_per_a": [[-1.74, -0.60, -0.05], [-0.81, -0.73, -0.79], [-0.44, 0.93, -0.09], [2.67, -0.40, 0.79], [-0.10, 0.22, -0.14], [-0.18, 0.06, -0.08], [0.62, 0.72, -0.11], [0.14, 0.89, -0.02], [-0.15, -0.88, 0.24], [0.10, -0.04, -0.06], [-0.05, -0.17, 0.23], [0.08, 0.09, 0.06], [0.01, 0.04, 0.05], [0.03, -0.08, 0.02], [-0.08, -0.10, -0.01], [-0.02, 0.10, -0.04], [-0.04, -0.06, 0.00], [-0.04, 0.02, 0.01]],
  "mulliken_charge": [-0.581, 0.401, -0.454, 0.306, -1.314, -0.890, -0.393, -0.504, 0.582, 0.252, 0.274, 0.347, 0.371, 0.341, 0.356, 0.248, 0.353, 0.304],
  "de_lowest_ev": 6.4035,
  "e_lumo_ev": [-0.55, -0.55],
  "e_homo_ev": [-8.10, -8.10]
}

***

{
  "formula": "C2H7N2O2",
  "method": "ωB97M-V/def2-TZVPD",
  "symbols": ["C", "C", "N", "N", "O", "O", "H", "H", "H", "H", "H", "H", "H"],
  "positions_angstrom": [[0.771, -1.330, 2.032], [-0.609, 0.987, -1.040], [0.879, -0.482, 1.066], [-0.119, 0.744, -2.210], [-0.180, -2.192, 2.223], [-1.495, 1.812, -0.764], [1.491, -1.415, 2.854], [-0.162, 0.157, -0.142], [1.752, 0.233, 1.091], [-0.910, -2.208, 1.594], [-0.293, 1.113, -3.103], [0.673, 0.166, -2.230], [-1.799, 2.416, -1.370]],
  "atomic_forces_ev_per_a": [[1.65, 1.71, -0.33], [2.21, -3.92, 1.38], [1.39, 1.25, 0.10], [0.32, 0.09, 0.19], [-0.74, -0.77, 0.19], [-0.71, -0.68, 3.63], [-0.03, 0.13, -0.28], [-0.70, 2.19, -1.23], [-2.52, -2.64, 0.50], [0.12, 0.30, -0.33], [-0.86, 1.18, -1.08], [1.04, -1.23, 0.15], [-1.16, 2.39, -2.89]],
  "mulliken_charge": [0.173, 0.466, -0.591, -0.248, -0.431, -0.310, 0.336, 0.228, 0.228, 0.327, 0.216, 0.250, 0.356],
  "de_lowest_ev": 2.1604,
  "total_charge": 1,
  "e_lumo_ev": -3.40,
  "e_homo_ev": -14.49
}

***

{
  "formula": "H4N3P",
  "method": "ωB97M-V/def2-TZVPD",
  "symbols": ["N", "N", "N", "P", "H", "H", "H", "H"],
  "positions_angstrom": [[-1.417, -0.652, 0.198], [-1.253, 0.665, -0.036], [-0.386, -0.195, -0.678], [1.224, -0.122, -0.026], [-1.131, -1.027, 1.107], [-0.333, 1.470, 1.222], [1.600, 0.936, -0.851], [1.696, -1.075, -0.938]],
  "atomic_forces_ev_per_a": [[-1.18, -2.56, 0.50], [0.92, 4.10, 2.25], [0.71, -0.35, -0.92], [-0.20, -0.08, 0.42], [0.47, 0.58, 0.12], [-1.37, -1.76, -2.12], [0.24, 0.37, -0.14], [0.42, -0.30, -0.11]],
  "mulliken_charge": [-0.200, -0.321, 0.124, -0.112, 0.257, 0.069, 0.103, 0.079],
  "de_lowest_ev": 5.4458,
  "e_lumo_ev": [-0.54, -0.52],
  "e_homo_ev": [-9.29, -9.32]
}

***

{
  "formula": "C15H32AlB2Br4CaCl3F6N3O8",
  "method": "ωB97M-V/def2-TZVPD",
  "symbols": ["C", "C", "O", "C", "C", "N", "O", "C", "N", "C", "C", "N", "B", "O", "C", "C", "H", "H", "H", "H", "H", "H", "H", "H", "H", "H", "H", "H", "H", "H", "H", "H", "H", "H", "H", "H", "H", "C", "C", "C", "O", "C", "H", "H", "H", "H", "H", "H", "H", "H", "C", "Br", "Br", "Br", "H", "B", "F", "F", "F", "F", "C", "Cl", "Cl", "H", "H", "Al", "F", "O", "Cl", "O", "O", "O", "F", "Ca", "Br"],
  "positions_angstrom": [[4.873, -2.111, 2.900], [4.458, -0.572, 3.059], [3.869, 0.058, 1.914], [2.728, -0.664, 1.403], [1.652, 0.267, 0.699], [1.437, 1.563, 1.419], [2.145, 2.629, 0.948], [0.607, 1.717, 2.447], [-0.199, 0.681, 2.975], [-0.663, 0.900, 4.370], [-0.667, 2.506, 4.346], [0.256, 2.882, 3.219], [1.343, 3.589, 3.990], [2.188, 3.001, 4.984], [1.603, 5.156, 3.633], [2.581, 5.334, 2.370], [5.724, -2.262, 2.113], [5.303, -2.442, 3.906], [4.023, -2.823, 2.680], [3.844, -0.455, 4.004], [5.438, -0.014, 3.249], [2.270, -1.301, 2.225], [3.118, -1.380, 0.605], [2.020, 0.521, -0.347], [0.658, -0.281, 0.609], [3.086, 2.436, 1.174], [-0.027, -0.274, 2.662], [0.121, 0.388, 5.022], [-1.659, 0.381, 4.461], [-1.770, 2.726, 4.229], [-0.342, 2.748, 5.403], [2.463, 2.109, 4.707], [0.651, 5.722, 3.411], [2.112, 5.642, 4.532], [3.124, 6.335, 2.402], [3.372, 4.511, 2.337], [1.974, 5.293, 1.410], [-2.709, -1.297, -3.299], [-1.835, -0.433, -2.420], [-2.540, -0.535, -1.077], [-3.166, -1.830, -1.036], [-3.124, -2.403, -2.346], [-2.203, -1.669, -4.191], [-3.590, -0.732, -3.615], [-0.833, -0.868, -2.357], [-1.736, 0.594, -2.773], [-3.324, 0.217, -0.982], [-1.857, -0.430, -0.232], [-2.382, -3.218, -2.331], [-4.101, -2.825, -2.596], [3.265, -2.752, -3.051], [3.479, -4.070, -4.448], [1.431, -2.635, -2.451], [4.493, -3.062, -1.572], [3.526, -1.787, -3.480], [-0.735, -1.810, -6.445], [-0.025, -1.570, -7.670], [-1.646, -0.755, -6.200], [-1.452, -3.041, -6.554], [0.194, -1.901, -5.365], [-3.421, -5.223, -6.084], [-4.758, -4.094, -6.202], [-3.741, -6.507, -4.892], [-3.250, -5.677, -7.058], [-2.532, -4.678, -5.769], [6.491, -2.042, 0.817], [-2.770, 1.434, 3.134], [-4.517, 3.134, 0.885], [-5.910, 2.789, 0.852], [-6.233, 2.082, -0.359], [-6.713, 3.998, 0.936], [-6.233, 1.952, 2.012], [0.038, 0.309, -8.167], [-3.486, -7.072, -2.337], [-5.812, 3.890, 3.251]],
  "atomic_forces_ev_per_a": [[-0.70, 0.22, 1.37], [1.49, -0.13, 0.23], [-0.32, -0.71, 0.46], [-0.44, -0.95, -0.52], [0.19, 0.09, -0.03], [-0.22, -1.52, -0.11], [0.85, 0.28, 0.01], [-4.40, -1.00, 4.33], [2.91, 0.77, -1.97], [0.62, -0.15, -0.93], [-1.72, -2.91, 1.76], [2.24, -1.63, -0.36], [1.23, 1.91, -0.23], [-0.66, 0.03, -2.17], [0.45, 0.32, 0.72], [-0.10, -0.12, -0.16], [-3.01, -0.37, 4.10], [-0.28, 0.41, -1.46], [1.01, 0.82, -0.15], [0.40, -0.31, -1.12], [-1.38, -0.52, -0.23], [0.36, 0.92, -0.82], [-0.73, 0.69, 0.87], [-0.65, -0.11, 1.40], [1.29, 0.64, 0.04], [-0.72, 0.29, -0.05], [-0.35, 0.56, 0.05], [-0.75, 0.94, -0.29], [0.83, 1.28, -0.08], [1.28, 0.15, -0.76], [0.23, 0.64, -1.44], [-0.44, 0.21, 0.56], [0.96, -0.66, 0.30], [-0.70, -0.53, -1.13], [-0.77, -1.31, 0.05], [-0.92, 1.13, 0.06], [0.86, -0.03, 1.18], [-0.22, -0.22, -0.49], [0.25, 0.05, 0.21], [-0.19, 0.17, 0.01], [0.18, -0.15, -0.17], [0.01, 0.09, 0.27], [-0.11, 0.14, 0.11], [0.06, -0.07, -0.02], [0.04, 0.05, -0.04], [-0.03, -0.09, 0.00], [0.03, 0.11, 0.09], [-0.13, -0.08, 0.13], [0.09, -0.12, -0.14], [-0.05, 0.01, 0.09], [-0.78, 0.11, -0.86], [0.03, 0.32, 0.53], [0.49, -0.02, 0.02], [0.31, -0.17, 0.31], [0.01, -0.17, 0.16], [-0.25, 1.16, 0.22], [-0.30, -1.13, 0.70], [0.59, -0.95, -0.10], [0.25, 0.04, 0.06], [-0.37, -0.19, -0.44], [0.39, 1.85, -0.95], [0.18, -0.32, 0.13], [-0.30, -0.95, 0.11], [-0.14, -0.31, 0.28], [-0.07, -0.05, 0.03], [2.04, 0.68, -3.71], [-0.27, 0.03, 0.00], [-1.05, -0.56, -0.09], [2.59, 1.74, -5.37], [-0.22, -0.28, 1.21], [-0.40, -0.44, 0.22], [-0.43, 0.81, 2.90], [0.10, 0.69, -0.17], [0.06, 0.27, 0.26], [-0.38, -1.34, 1.06]],
  "mulliken_charge": [-0.672, -0.519, -0.294, 0.153, -0.747, 0.677, -0.367, -0.233, 0.101, -0.794, -0.539, 0.082, 0.391, -0.542, -0.370, -0.757, 0.230, 0.492, 0.403, 0.297, 0.419, 0.363, -0.081, 0.280, -0.072, 0.343, 0.217, 0.310, 0.390, 0.534, 0.237, 0.248, 0.282, 0.210, 0.351, 0.071, 0.246, 0.224, 0.071, -0.082, -0.484, -0.105, -0.353, 0.278, -0.464, 0.519, 0.218, -0.023, 0.008, 0.248, -0.427, 0.027, 0.050, -0.043, 0.435, 0.363, -0.250, -0.369, -0.322, -0.257, 0.081, -0.083, -0.261, 0.349, 0.028, 0.437, -0.849, -0.442, 1.804, -0.600, -0.566, -0.497, -0.293, 0.993, 0.293],
  "total_charge": 1,
  "e_lumo_ev": -6.31,
  "e_homo_ev": -7.77
}

***

{
  "formula": "C4H11N3O",
  "method": "ωB97M-V/def2-TZVPD",
  "symbols": ["C", "C", "C", "N", "N", "N", "C", "O", "H", "H", "H", "H", "H", "H", "H", "H", "H", "H", "H"],
  "positions_angstrom": [[1.228, 1.061, 2.224], [-1.540, 0.548, -0.969], [-0.631, -1.668, -0.490], [-1.055, -0.707, -1.480], [1.050, 0.934, 0.983], [2.381, 1.330, 2.883], [-0.953, -0.985, -2.784], [-0.538, -2.020, -3.256], [1.894, 1.043, 0.422], [0.359, 0.955, 2.866], [2.424, 1.366, 3.884], [3.244, 1.412, 2.370], [-1.300, -0.146, -3.418], [-1.710, 1.243, -1.789], [-2.481, 0.399, -0.431], [-0.187, -2.514, -1.011], [-1.484, -2.010, 0.100], [0.100, -1.204, 0.175], [-0.801, 0.964, -0.278]],
  "atomic_forces_ev_per_a": [[-0.01, 0.04, 0.33], [-0.08, 0.23, 0.07], [0.15, -0.23, 0.00], [0.11, -0.01, 0.46], [-0.15, -0.06, -0.74], [0.42, 0.10, 0.15], [-0.20, 0.40, -0.37], [0.17, -0.40, -0.25], [0.12, 0.03, 0.14], [-0.05, 0.00, 0.21], [-0.06, -0.02, -0.03], [-0.06, -0.01, 0.09], [0.03, -0.05, 0.04], [-0.04, 0.03, -0.04], [-0.05, 0.05, -0.01], [-0.03, 0.00, 0.08], [-0.01, -0.03, 0.03], [-0.07, -0.06, -0.01], [-0.18, 0.01, -0.13]],
  "mulliken_charge": [0.074, -0.718, -0.833, 0.113, -0.489, -0.380, 0.201, -0.598, 0.081, 0.298, 0.211, 0.189, 0.250, 0.285, 0.280, 0.289, 0.296, 0.239, 0.212],
  "de_lowest_ev": 1.1890,
  "smiles": "[H]/N=C\\N.CN(C)C=O",
  "e_lumo_ev": 0.72,
  "e_homo_ev": -8.73
}